Entry from the Open Molecules 2025 dataset: a 2-piece molecular cluster, C4H13N2S overall (wB97M-V/def2-TZVPD).

Structure (XYZ):
```
20
Properties=species:S:1:pos:R:3
S 0.637 0.927 -0.370
N -0.421 -1.809 1.236
N 0.284 -0.270 2.815
C 1.040 -0.491 -2.674
C -0.670 2.112 0.140
C -0.190 -1.437 2.465
C 0.026 0.424 -2.006
H -0.394 -2.146 3.256
H 1.437 -1.220 -1.965
H 1.878 0.086 -3.054
H -0.351 -1.135 0.465
H -0.163 1.314 -2.603
H 0.417 0.474 2.143
H -1.319 2.295 -0.711
H -0.932 -0.078 -1.887
H -0.915 -2.676 1.093
H -1.282 1.703 0.947
H -0.196 3.045 0.438
H 0.530 -0.095 3.776
H 0.583 -1.024 -3.504
```

Computed properties:
HOMO energy = -12.57 eV
total charge = +1
ΔE to the lowest compared entry with this formula, charge and spin = 1.4 kcal per mole

Need the Löwdin charges? In units of e they are:
1 S 0.804
2 N 0.187
3 N 0.195
4 C -0.162
5 C -0.358
6 C -0.173
7 C -0.548
8 H 0.164
9 H 0.062
10 H 0.078
11 H 0.061
12 H 0.082
13 H 0.066
14 H 0.042
15 H 0.072
16 H 0.140
17 H 0.027
18 H 0.038
19 H 0.142
20 H 0.081